Record 1
The following is a quantum chemistry calculation of a cluster of 10 separate species, C33H81Br4NO9 in total in a non-equilibrium geometry, from the Open Molecules 2025 dataset.

```
128
Properties=species:S:1:pos:R:3
C 1.661 6.968 5.857
N 1.544 5.759 5.002
O 2.524 5.047 4.920
O 0.503 5.573 4.392
H 1.188 6.711 6.805
H 1.112 7.831 5.493
H 2.728 7.132 5.941
Br -2.480 -3.287 2.783
C -2.615 -1.321 2.895
C -2.439 -0.848 4.308
Br -2.626 1.098 4.329
H -3.544 -1.033 2.419
H -1.780 -0.916 2.322
H -1.500 -1.086 4.788
H -3.316 -1.137 4.882
Br 3.937 3.698 1.133
C 4.840 2.291 0.103
C 4.875 2.680 -1.358
Br 5.993 1.400 -2.282
H 4.230 1.401 0.233
H 5.821 2.164 0.545
H 5.329 3.659 -1.492
H 3.892 2.746 -1.814
C -3.602 1.202 -0.150
C -3.253 2.099 -1.328
O -4.504 2.293 -2.039
C -4.290 3.005 -3.249
C -5.643 3.180 -3.948
H -2.721 1.167 0.498
H -4.440 1.635 0.390
H -3.920 0.226 -0.520
H -3.013 3.095 -0.933
H -2.437 1.770 -1.973
H -3.806 3.969 -3.050
H -3.651 2.410 -3.915
H -6.109 2.220 -4.160
H -5.418 3.670 -4.898
H -6.326 3.768 -3.337
C 6.346 -3.936 3.011
C 5.426 -3.367 4.069
O 4.556 -2.385 3.506
C 3.682 -1.862 4.483
C 2.628 -1.051 3.712
H 5.726 -4.383 2.230
H 6.944 -3.182 2.501
H 6.970 -4.646 3.553
H 4.829 -4.154 4.534
H 6.049 -2.851 4.809
H 3.244 -2.665 5.094
H 4.158 -1.298 5.299
H 1.880 -1.809 3.466
H 3.058 -0.701 2.778
H 2.167 -0.236 4.263
C -3.825 -2.784 -2.730
C -5.329 -2.967 -2.602
O -5.774 -3.593 -3.797
C -7.149 -3.896 -3.841
C -7.550 -4.927 -2.788
H -3.461 -1.965 -2.109
H -3.270 -3.698 -2.533
H -3.622 -2.463 -3.754
H -5.567 -3.595 -1.740
H -5.843 -2.009 -2.478
H -7.760 -2.991 -3.735
H -7.305 -4.285 -4.847
H -8.488 -5.452 -2.983
H -7.704 -4.511 -1.789
H -6.773 -5.688 -2.694
C 0.187 1.325 -5.433
C 0.672 -0.096 -5.178
O 1.406 -0.166 -3.983
C 1.566 -1.455 -3.420
C 2.858 -2.096 -3.917
H -0.027 1.945 -4.565
H 1.015 1.882 -5.894
H -0.569 1.323 -6.217
H -0.208 -0.747 -5.122
H 1.254 -0.388 -6.057
H 1.628 -1.364 -2.331
H 0.677 -2.060 -3.627
H 3.731 -1.461 -3.795
H 2.717 -2.377 -4.961
H 3.024 -3.001 -3.324
C 0.945 3.350 -2.752
C 1.206 4.561 -1.877
O 0.112 4.820 -1.023
C 0.354 5.770 -0.011
C -0.653 5.575 1.102
H 0.313 2.655 -2.199
H 0.307 3.716 -3.563
H 1.854 2.864 -3.090
H 2.084 4.320 -1.249
H 1.564 5.496 -2.329
H 1.388 5.710 0.357
H 0.306 6.788 -0.432
H -1.676 5.376 0.788
H -0.659 6.534 1.630
H -0.334 4.786 1.780
C -0.595 -1.008 -0.505
C 0.487 -0.030 -0.040
O 0.157 0.501 1.205
C 0.981 1.557 1.651
C 0.395 2.190 2.903
H -1.065 -1.403 0.398
H -1.369 -0.430 -1.010
H -0.208 -1.812 -1.124
H 1.479 -0.510 -0.014
H 0.622 0.700 -0.853
H 1.939 1.114 1.971
H 1.178 2.240 0.817
H 0.536 1.583 3.792
H -0.656 2.391 2.700
H 0.873 3.162 3.041
C 3.034 -5.854 2.669
C 1.965 -4.797 2.909
O 0.858 -4.843 2.049
C 1.080 -4.207 0.787
C -0.044 -4.529 -0.161
H 3.874 -5.743 3.366
H 2.686 -6.873 2.826
H 3.593 -5.678 1.742
H 1.643 -5.053 3.921
H 2.430 -3.811 2.790
H 1.176 -3.137 1.021
H 2.088 -4.484 0.451
H -0.941 -4.260 0.405
H -0.157 -5.567 -0.460
H -0.064 -3.876 -1.034
```

Summary:
E_HOMO: -9.3 eV
SMILES string: C[N+](=O)[O-].BrCCBr.BrCCBr.CCOCC.CCOCC.CCOCC.CCOCC.CCOCC.CCOCC.CCOCC

Mulliken atomic charge list, values in e, 99 entries:
1. C -0.797
2. N 0.857
3. O -0.515
4. O -0.464
5. H 0.289
6. H 0.311
7. H 0.317
8. Br -0.167
9. C 0.099
10. C -0.536
11. Br -0.176
12. H 0.428
13. H -0.396
14. H 0.372
15. H 0.405
16. Br -0.157
17. C -0.484
18. C -0.128
19. Br -0.162
20. H 0.234
21. H 0.436
22. H 0.416
23. H -0.159
24. C -0.796
25. C 0.124
26. O -0.395
27. C -0.041
28. C -1.299
29. H 0.110
30. H 0.494
31. H 0.084
32. H 0.178
33. H 0.142
34. H 0.270
35. H 0.184
36. H 0.293
37. H 0.390
38. H 0.337
39. C -1.238
40. C -0.329
41. O -0.280
42. C -0.606
43. C -0.479
44. H 0.225
45. H 0.377
46. H 0.362
47. H 0.323
48. H 0.388
49. H 0.310
50. H 0.500
51. H 0.053
52. H 0.065
53. H 0.348
54. C -0.740
55. C -0.253
56. O -0.352
57. C -0.226
58. C -1.148
59. H -0.023
60. H 0.313
61. H 0.314
62. H 0.253
63. H 0.306
64. H 0.282
65. H 0.290
66. H 0.376
67. H 0.305
68. H 0.314
69. C -0.836
70. C -0.231
71. O -0.133
72. C 0.332
73. C -1.410
74. H -0.128
75. H 0.310
76. H 0.422
77. H 0.293
78. H 0.267
79. H -0.171
80. H 0.258
81. H 0.251
82. H 0.376
83. H 0.412
84. C -0.967
85. C -0.136
86. O -0.202
87. C -0.419
88. C -0.672
89. H -0.039
90. H 0.479
91. H 0.464
92. H -0.179
93. H 0.462
94. H 0.235
95. H 0.378
96. H 0.261
97. H 0.369
98. H -0.088
99. C 0.445

Record 2
The following is a quantum chemistry calculation of a structure of composition C26H39NP in a non-equilibrium geometry, from the Open Molecules 2025 dataset.

```
67
Properties=species:S:1:pos:R:3
C -3.176 -1.366 -4.396
C -2.160 -1.708 -3.308
C -1.306 -0.526 -2.824
C -0.255 -0.985 -1.814
P -0.940 -1.721 -0.349
C 0.434 -2.469 0.633
C 0.306 -3.995 0.780
C -1.039 -4.471 1.332
C -1.043 -5.983 1.560
C -1.483 -0.279 0.670
C -2.359 -0.763 1.834
C -2.927 0.384 2.681
C -1.860 1.198 3.406
H -3.674 -2.280 -4.732
H -3.946 -0.686 -4.019
H -2.702 -0.905 -5.268
H -2.687 -2.137 -2.445
H -1.490 -2.491 -3.686
H -0.796 -0.069 -3.688
H -1.964 0.255 -2.406
H 0.412 -1.718 -2.299
H 0.500 -0.045 -1.397
H 1.386 -2.244 0.137
H 0.428 -1.990 1.627
H 0.473 -4.478 -0.194
H 1.109 -4.350 1.442
H -1.252 -3.955 2.279
H -1.841 -4.197 0.631
H -1.972 -6.292 2.043
H -0.957 -6.522 0.612
H -0.207 -6.284 2.199
H -0.592 0.268 1.025
H -2.065 0.390 0.010
H -3.203 -1.343 1.433
H -1.785 -1.441 2.483
H -3.518 1.040 2.031
H -3.620 -0.052 3.409
H -2.324 1.948 4.052
H -1.236 0.553 4.033
H -1.207 1.722 2.701
C 2.794 -0.415 -1.053
C 1.639 0.512 -1.322
N 1.569 1.660 -0.477
C 1.103 2.888 -0.974
C 0.609 3.178 -2.242
C 0.465 4.531 -2.592
C 0.832 5.556 -1.702
C 1.342 5.257 -0.434
C 1.460 3.916 -0.072
C 2.125 3.293 1.037
C 2.172 1.891 0.781
C 2.841 1.056 1.676
C 3.554 1.643 2.737
C 3.536 3.031 2.954
C 2.813 3.868 2.101
H 2.804 -1.164 -1.849
H 3.730 0.152 -1.099
H 2.740 -0.934 -0.096
H 1.762 0.875 -2.354
H 0.354 2.373 -2.928
H 0.078 4.797 -3.572
H 0.728 6.602 -2.000
H 1.667 6.014 0.279
H 2.817 -0.023 1.566
H 4.143 1.016 3.405
H 4.087 3.461 3.791
H 2.775 4.953 2.219
```

Summary:
charge: +1
E_HOMO: -11.0 eV
ΔE to the lowest compared entry with this formula, charge and spin: 1.3982 eV

natural (NBO) charges, unit e, in atom order:
1. C -0.606
2. C -0.384
3. C -0.441
4. C -0.465
5. P 0.957
6. C -0.715
7. C -0.396
8. C -0.405
9. C -0.603
10. C -0.712
11. C -0.403
12. C -0.392
13. C -0.613
14. H 0.230
15. H 0.212
16. H 0.210
17. H 0.219
18. H 0.203
19. H 0.223
20. H 0.222
21. H 0.248
22. H 0.186
23. H 0.227
24. H 0.238
25. H 0.202
26. H 0.217
27. H 0.197
28. H 0.205
29. H 0.221
30. H 0.208
31. H 0.208
32. H 0.226
33. H 0.236
34. H 0.217
35. H 0.200
36. H 0.199
37. H 0.216
38. H 0.226
39. H 0.204
40. H 0.197
41. C -0.647
42. C 0.042
43. N -0.364
44. C 0.124
45. C -0.244
46. C -0.189
47. C -0.203
48. C -0.189
49. C 0.002
50. C -0.099
51. C 0.202
52. C -0.261
53. C -0.192
54. C -0.202
55. C -0.165
56. H 0.234
57. H 0.267
58. H 0.226
59. H 0.231
60. H 0.210
61. H 0.230
62. H 0.232
63. H 0.227
64. H 0.214
65. H 0.231
66. H 0.232
67. H 0.227

Record 3
The following is a quantum chemistry calculation of the molecule C3H3NS2 in a non-equilibrium geometry, from the Open Molecules 2025 dataset.

```
9
Properties=species:S:1:pos:R:3
S -2.911 0.956 0.029
C -1.375 0.346 -0.112
N -0.181 0.861 -0.082
C 0.950 0.093 -0.001
C 0.780 -1.207 0.090
S -0.860 -1.796 -0.075
H 0.020 1.913 -0.232
H 1.929 0.482 -0.072
H 1.649 -1.648 0.454
```

Summary:
E_HOMO: -8.1 eV
SMILES string: S=c1[nH]ccs1
ΔE to the lowest compared entry with this formula, charge and spin: 0.8772 eV

natural (NBO) charges, unit e, in atom order:
1. S -0.074
2. C 0.081
3. N -0.603
4. C -0.084
5. C -0.399
6. S 0.183
7. H 0.437
8. H 0.221
9. H 0.237